Record 1
Computed, not measured: an isolated molecule of C6H13N in a non-equilibrium geometry, with ωB97M-V/def2-TZVPD.

Results
frontier orbital gap = 9.51 eV
total energy = -7920.895 eV
lowest unoccupied orbital energy = 1.07 eV

Each line ends with the natural charge from an NBO analysis.
Geometry (Å):
C -0.96029 2.12813 -0.69712  -0.606
C -1.33781 1.06058 0.41835  -0.406
C -0.19232 0.41592 1.01232  -0.469
C 0.83913 -0.19633 0.06020  0.211
C 1.99359 0.33064 -0.31981  -0.511
C -0.28138 -2.37186 0.25677  -0.439
N 0.25139 -1.32157 -0.63217  -0.628
H -0.43734 2.94329 -0.26521  0.199
H -1.87793 2.41401 -1.31109  0.206
H -0.38242 1.60980 -1.48764  0.211
H -1.94891 0.36834 -0.18847  0.204
H -2.04116 1.57804 1.06998  0.211
H 0.45339 1.08445 1.67221  0.214
H -0.51154 -0.30625 1.79911  0.220
H 2.52150 -0.36553 -0.97160  0.174
H 2.50706 1.32173 -0.36912  0.231
H 0.63372 -2.86530 0.65616  0.194
H -1.08897 -2.01384 1.02091  0.214
H -0.97956 -3.06080 -0.35894  0.207
H 1.02686 -1.65948 -1.22538  0.364

Cartesian forces (eV/Å) of the 3 atoms listed first:
-1.510 -2.035 -1.089
-2.114 2.039 -3.557
3.468 -0.153 3.113

Record 2
Computed, not measured: an isolated molecule of C3H5NS in a non-equilibrium geometry, with ωB97M-V/def2-TZVPD.

Results
frontier orbital gap = 8.95 eV
total energy = -15515.497 eV
lowest unoccupied orbital energy = 0.43 eV

Each line ends with the natural charge from an NBO analysis.
Geometry (Å):
C 1.32732 -0.72519 -0.15331  -0.057
C -0.48044 1.00781 -0.11223  -0.244
C -1.12174 -0.31931 0.27218  -0.222
H 1.44681 -1.82718 -0.25441  0.199
H 0.02794 1.61867 0.63679  0.222
H -0.78667 1.54468 -0.99705  0.214
H -1.20822 -0.57985 1.34391  0.213
H -1.96306 -0.65368 -0.35518  0.207
N 0.10380 -0.29813 -0.42724  -0.410
S 2.65427 0.23218 0.04654  -0.121

Cartesian forces (eV/Å) of the 3 atoms listed first:
1.969 -0.651 -0.216
0.548 -0.995 0.018
-1.638 0.317 -0.047

Record 3
Computed, not measured: an isolated molecule of C10H14N4O5, with ωB97M-V/def2-TZVPD.

Results
frontier orbital gap = 9.34 eV
total energy = -26796.867 eV
lowest unoccupied orbital energy = 0.53 eV

Each line ends with the natural charge from an NBO analysis.
Geometry (Å):
C 2.82572 1.03642 -0.43699  -0.141
C 1.37184 0.99409 0.07156  0.663
C 3.71995 0.13748 0.41921  -0.541
C 3.62511 -1.34643 0.07427  0.804
C -0.71423 -0.27725 0.17952  -0.145
C -1.04122 -1.75902 0.22779  0.799
C -1.69084 0.49880 -0.70601  -0.428
C -3.12161 0.32368 -0.30436  0.072
C -3.90705 1.14461 0.44445  -0.096
C -5.00118 -0.68859 -0.09132  0.174
H 2.95785 2.84847 0.40161  0.376
H 2.98172 2.89416 -1.19634  0.362
H 2.89428 0.65361 -1.49075  0.224
H 3.52739 0.27056 1.51822  0.232
H 4.74633 0.45755 0.24412  0.256
H 4.84701 -1.63527 1.49012  0.486
H 1.08301 -0.82328 -0.83146  0.444
H -0.79487 0.08333 1.20575  0.240
H -1.39703 1.54190 -0.66543  0.237
H -1.55808 0.16830 -1.75307  0.230
H -3.75141 2.13334 0.87773  0.221
H -5.79453 -1.40596 -0.13431  0.197
H -5.92900 0.85079 1.03225  0.417
H -0.99425 -3.30109 -0.81546  0.503
N 3.35347 2.39318 -0.40313  -0.820
N 0.66905 -0.10365 -0.26704  -0.618
N -3.81709 -0.82828 -0.63926  -0.463
N -5.11011 0.49331 0.57248  -0.522
O 0.92638 1.90476 0.75174  -0.649
O 2.95125 -1.79406 -0.82256  -0.597
O 4.39077 -2.16303 0.81254  -0.654
O -1.52547 -2.33531 1.16531  -0.574
O -0.72315 -2.36713 -0.93117  -0.688

Cartesian forces (eV/Å) of the 3 atoms listed first:
0.173 -0.203 -0.672
0.183 -0.153 -0.289
-0.198 -0.352 0.727

Record 4
Computed, not measured: a cluster of 3 separate species, C16H24BF6IO17P2 in total in a non-equilibrium geometry, with ωB97M-V/def2-TZVPD.

Results
frontier orbital gap = 9.20 eV
total energy = -95450.581 eV
lowest unoccupied orbital energy = -1.44 eV

Each line ends with the natural charge from an NBO analysis.
Geometry (Å):
O 3.62788 5.61124 -1.09368  -0.479
C 2.41490 5.46323 -1.33953  0.462
I 1.04194 5.23241 0.37617  0.042
C 1.85584 5.47645 -2.83794  -0.567
C 0.67832 4.43090 -3.12446  0.089
O -0.23151 4.86416 -4.18695  -0.501
C 0.04586 3.98986 -5.29978  0.974
O -0.09637 4.40670 -6.47320  -0.532
O 0.49281 2.71906 -4.83699  -0.470
C 1.00893 2.89772 -3.46104  -0.194
B -0.01000 1.94861 -2.60878  1.150
O -1.12385 1.33730 -3.31553  -0.878
O 0.06528 1.69136 -1.19232  -0.914
C 2.54959 2.43842 -3.66162  0.517
O 3.08939 2.81467 -4.74349  -0.445
C 3.33200 1.51440 -2.57937  0.576
F 2.78636 0.18691 -2.78340  -0.318
F 2.99218 1.84487 -1.23108  -0.301
C 4.90510 1.38414 -2.84845  0.598
F 5.36627 0.32116 -1.98397  -0.308
F 5.21053 0.92153 -4.17406  -0.291
C 5.78805 2.66596 -2.47852  0.557
F 7.14578 2.18552 -2.33699  -0.315
F 5.46898 3.28208 -1.24496  -0.291
C 5.84688 3.80970 -3.60201  0.724
O 5.19593 4.87198 -3.60556  -0.484
O 6.78024 3.61430 -4.69156  -0.696
H 1.40813 6.53354 -3.00627  0.285
H 2.64596 5.34112 -3.65123  0.285
H -0.06533 4.32742 -2.24091  0.208
H -1.85070 1.23337 -2.64978  0.510
H 0.05566 2.57582 -0.74019  0.500
H 7.50229 4.26049 -4.46558  0.503
C -6.46910 -0.82581 -0.15413  -0.253
O -5.19509 -0.58993 -0.73238  -0.808
P -4.13860 -1.78927 -0.79145  2.559
O -4.68386 -3.10379 -1.20261  -1.100
O -3.42900 -1.76688 0.64749  -0.814
C -4.13374 -2.30168 1.75616  -0.264
O -3.00278 -1.19561 -1.74237  -0.807
C -1.88029 -2.02402 -2.01583  -0.250
H -7.24145 -0.58762 -0.88715  0.196
H -6.59344 -1.86256 0.16537  0.196
H -6.58826 -0.17045 0.71095  0.183
H -4.72815 -3.17172 1.46792  0.197
H -4.78352 -1.53376 2.18142  0.175
H -3.41053 -2.60748 2.51457  0.207
H -1.98673 -2.45599 -3.01216  0.195
H -1.77800 -2.82677 -1.28203  0.192
H -0.97956 -1.40889 -1.98948  0.195
C -0.99925 -2.36282 7.33637  -0.253
O -1.35806 -2.90775 6.07652  -0.806
P -1.39870 -4.49722 5.90476  2.558
O -2.02858 -5.24676 7.01653  -1.100
O 0.12223 -4.89947 5.58737  -0.814
C 1.04999 -4.93030 6.65912  -0.260
O -2.10470 -4.67155 4.48185  -0.801
C -2.30172 -5.99755 4.01065  -0.250
H -1.80436 -1.71411 7.68506  0.195
H -0.81928 -3.13608 8.08611  0.195
H -0.09234 -1.76709 7.21521  0.184
H 0.58368 -5.29114 7.57869  0.199
H 1.45881 -3.93030 6.81893  0.177
H 1.86622 -5.60406 6.39266  0.199
H -3.34438 -6.28164 4.16215  0.193
H -1.65355 -6.71188 4.52341  0.193
H -2.07722 -6.02445 2.94330  0.194

Cartesian forces (eV/Å) of the 3 atoms listed first:
-5.306 -0.567 -0.890
4.751 0.376 -0.603
0.338 0.038 -0.826

Record 5
Computed, not measured: an isolated molecule of C4H3NO3 in a non-equilibrium geometry, with ωB97M-V/def2-TZVPD.

Results
frontier orbital gap = 9.68 eV
total energy = -11823.437 eV
lowest unoccupied orbital energy = -1.30 eV

Each line ends with the natural charge from an NBO analysis.
Geometry (Å):
C 1.58498 -0.49986 -0.04001  0.685
C -0.05855 -0.68170 -0.25787  0.494
C -0.91035 0.48658 -0.04540  -0.646
C -2.33288 0.11276 0.03715  0.251
H 2.51498 0.99900 0.18491  0.525
H -0.62732 0.93045 1.05147  0.297
H -0.80319 1.43814 -0.60823  0.317
N -3.29329 -0.72104 0.35931  -0.238
O 1.63309 0.89485 -0.49942  -0.704
O 2.62320 -1.17819 0.62023  -0.551
O -0.33067 -1.78099 -0.80213  -0.430

Cartesian forces (eV/Å) of the 3 atoms listed first:
2.745 -0.438 3.515
3.173 -6.427 -3.267
-1.060 3.031 3.359

Record 6
Computed, not measured: a cluster of 2 separate species, C15H18 in total in a non-equilibrium geometry, with ωB97M-V/def2-TZVPD.

Results
frontier orbital gap = 9.56 eV
total energy = -15843.400 eV
lowest unoccupied orbital energy = 0.74 eV

Each line ends with the natural charge from an NBO analysis.
Geometry (Å):
C 1.73117 2.12535 1.30670  -0.627
C 2.63410 3.11228 -0.92288  -0.198
C 1.65396 2.84027 -0.05943  -0.038
C 2.49870 3.58588 -2.24907  -0.214
C 1.22301 3.69945 -2.67620  -0.221
C 0.37922 3.26784 -0.53266  -0.185
C 0.15257 3.47330 -1.87111  -0.226
H 3.71929 3.11074 -0.57443  0.201
H 3.36821 3.72256 -2.86690  0.217
H 2.70456 2.42909 1.83813  0.208
H 1.70536 1.05193 1.30585  0.232
H 1.06066 3.87668 -3.69106  0.202
H -0.55466 3.28703 0.11011  0.207
H -0.85045 3.45043 -2.38408  0.218
H 1.13144 2.67503 1.93169  0.222
C -0.19050 -3.80945 0.73884  -0.421
C 0.52617 -3.86693 2.21667  -0.650
C -1.24878 -2.72222 0.51502  -0.015
C -0.83999 -1.67585 -0.32708  -0.230
C -2.56754 -2.89239 0.74565  -0.215
C -1.75101 -0.82084 -0.78639  -0.191
C -3.52332 -1.87703 0.42269  -0.212
C -3.01824 -0.72871 -0.11355  -0.216
H 0.49786 -3.67197 -0.16889  0.207
H -0.63943 -4.76352 0.48516  0.212
H 0.42027 -2.82335 2.61973  0.222
H 0.24326 -1.77340 -0.57144  0.213
H -2.83405 -3.67445 1.29308  0.196
H -1.59555 -0.02371 -1.59168  0.216
H -4.52921 -2.16052 0.91788  0.223
H -3.35654 0.26680 -0.19376  0.217
H 1.66670 -3.87472 2.35772  0.218
H 0.18279 -4.81562 2.77567  0.224

Cartesian forces (eV/Å) of the 3 atoms listed first:
4.016 2.036 -1.005
5.167 0.843 -1.035
-3.102 -0.053 1.144